{
  "formula": "HIN3P",
  "method": "ωB97M-V/def2-TZVPD",
  "lumo_energy_ev": [-0.754, -0.754],
  "charge": 0,
  "mol_weight_g_mol": 200.9,
  "gap_ev": [7.641, 7.639],
  "e_homo_ev": [-8.40, -8.39],
  "relative_energy_kcal_mol": 83.0,
  "e_tot_ev": -21873.0708,
  "species": ["P", "H", "N", "I", "N", "N"],
  "positions_angstrom": [[1.7781, 1.0969, 0.0836], [-2.5070, -0.5881, 0.2558], [-0.7459, 0.1341, 0.1027], [2.9709, -1.1081, 0.0486], [0.3229, 0.6000, -0.0466], [-1.8190, -0.1348, -0.4442]],
  "lowdin_charge": [0.412, 0.090, -0.190, 0.115, -0.495, 0.069]
}